The ion C22H34N3O5 with charge +1, computed with ωB97M-V with the def2-TZVPD basis set.

Output
* relative energy (zero: lowest compared OMol25 entry of this formula, charge and spin): 0.0 kcal per mole
* net charge: +1
* HOMO energy: -0.39484 Eh
* SMILES string: CCOC(=O)N1CCN(C(=O)[C@H]2CC[N@H+](Cc3ccc(O)c(OCC)c3)CC2)CC1

Cartesian coordinates (Å):
C -3.4249 -4.1448 -1.5380
C -2.6587 -2.8739 -1.2118
O -3.4133 -2.0688 -0.3008
C -3.7843 -0.8496 -0.6990
O -3.4068 -0.3116 -1.7194
N -4.6568 -0.2727 0.1799
C -4.9575 1.1346 0.0251
C -4.1657 1.9434 1.0861
N -3.0202 1.1515 1.4809
C -1.8106 1.1833 0.9159
O -1.0141 0.2450 1.0529
C -1.3654 2.4398 0.1651
C 0.1127 2.7501 0.4921
C 1.0638 2.1149 -0.5260
N 0.4755 0.8451 -0.9828
C 1.4568 -0.0934 -1.5710
C 2.4785 -0.5129 -0.5479
C 2.0754 -1.1694 0.6053
C 3.0095 -1.5454 1.5540
C 4.3551 -1.2827 1.3567
O 5.2550 -1.6592 2.2831
C 4.7741 -0.6222 0.1809
O 6.1238 -0.4468 0.0962
C 6.6904 0.2299 -1.0113
C 6.5616 1.7451 -0.9006
C 3.8292 -0.2357 -0.7530
C -0.6639 1.1174 -1.8817
C -1.5186 2.2756 -1.3533
C -3.4203 -0.0276 2.2434
C -4.6490 -0.6790 1.5687
H -4.3620 -3.9047 -2.0336
H -3.6415 -4.6968 -0.6277
H -2.8278 -4.7686 -2.1963
H -1.7130 -3.1076 -0.7124
H -2.4647 -2.2926 -2.1190
H -4.6808 1.4209 -0.9904
H -6.0315 1.2880 0.1539
H -4.7752 2.1036 1.9786
H -3.8812 2.9144 0.6893
H -1.9682 3.2859 0.4952
H 0.2651 3.8288 0.4973
H 0.3454 2.3789 1.4913
H 2.0308 1.9093 -0.0639
H 1.2194 2.7625 -1.3922
H 0.0555 0.4081 -0.0949
H 1.9384 0.3886 -2.4259
H 0.9010 -0.9638 -1.9305
H 1.0338 -1.3942 0.7751
H 2.7147 -2.0551 2.4559
H 6.1419 -1.4209 1.9758
H 6.2549 -0.1394 -1.9469
H 7.7453 -0.0541 -0.9877
H 7.0637 2.2132 -1.7420
H 5.5187 2.0539 -0.8953
H 7.0261 2.0893 0.0198
H 4.1289 0.2665 -1.6597
H -1.2807 0.2197 -1.9559
H -0.2821 1.3556 -2.8773
H -2.5550 2.0759 -1.6211
H -1.2280 3.2162 -1.8232
H -3.6500 0.2780 3.2672
H -2.5753 -0.7164 2.2572
H -4.5995 -1.7636 1.6375
H -5.5819 -0.3375 2.0205


The molecule C22H34N4O, computed with ωB97M-V with the def2-TZVPD basis set.

Output
* relative energy (zero: lowest compared OMol25 entry of this formula, charge and spin): 2.7 kcal per mole
* HOMO energy: -0.31566 Eh
* SMILES string: CCCn1ncc(CN2CCN(CCc3ccccc3)[C@H](CCO)C2)c1C

Cartesian coordinates (Å):
C -6.4527 -2.7100 0.8414
C -5.3242 -1.9326 0.1784
C -5.7113 -0.4663 -0.0398
N -4.6565 0.2679 -0.6816
N -4.5856 0.2996 -2.0117
C -3.4947 0.9808 -2.3025
C -2.8372 1.4048 -1.1380
C -1.5837 2.2084 -1.0335
N -0.6711 1.6424 -0.0515
C 0.4706 2.4933 0.2000
C 1.2988 1.8788 1.3191
N 1.7821 0.5618 0.9464
C 2.7189 0.0551 1.9356
C 4.1198 0.6691 1.7645
C 4.6724 0.3307 0.4118
C 4.4599 1.1738 -0.6719
C 4.9143 0.8306 -1.9330
C 5.5896 -0.3625 -2.1278
C 5.8115 -1.2072 -1.0528
C 5.3549 -0.8621 0.2072
C 0.6392 -0.3064 0.6709
C 1.0306 -1.7252 0.2416
C 2.0565 -1.7493 -0.8932
O 2.8744 -2.8926 -0.7280
C -0.1907 0.3342 -0.4469
C -3.6192 0.9170 -0.1034
C -3.4393 1.0424 1.3651
H -6.1647 -3.7482 0.9852
H -6.6939 -2.2830 1.8127
H -7.3472 -2.6840 0.2237
H -4.4266 -1.9830 0.7986
H -5.0857 -2.3744 -0.7905
H -5.9490 0.0101 0.9148
H -6.5856 -0.4146 -0.6932
H -3.2178 1.1525 -3.3239
H -1.8265 3.2253 -0.7025
H -1.1176 2.2814 -2.0328
H 0.1197 3.4830 0.5055
H 1.1004 2.6049 -0.7013
H 2.1526 2.5252 1.5266
H 0.6750 1.8275 2.2318
H 2.8218 -1.0204 1.8069
H 2.3619 0.2456 2.9636
H 4.7623 0.2590 2.5464
H 4.0788 1.7513 1.8916
H 3.9275 2.1017 -0.5255
H 4.7406 1.4943 -2.7679
H 5.9443 -0.6314 -3.1123
H 6.3435 -2.1373 -1.1961
H 5.5255 -1.5289 1.0402
H -0.0072 -0.3841 1.5681
H 1.4572 -2.2816 1.0766
H 0.1247 -2.2545 -0.0567
H 1.5549 -1.7877 -1.8703
H 2.6611 -0.8379 -0.8458
H 3.6272 -2.8215 -1.3240
H -1.0542 -0.2981 -0.6624
H 0.4322 0.4002 -1.3559
H -2.4649 1.4843 1.5529
H -3.4856 0.0691 1.8518
H -4.2122 1.6787 1.7984


The molecule C22H34O2, computed with ωB97M-V with the def2-TZVPD basis set.

Output
* relative energy (zero: lowest compared OMol25 entry of this formula, charge and spin): 0.0 kcal per mole
* HOMO energy: -0.33010 Eh
* SMILES string: CC/C=C/C/C=C/C/C=C/C/C=C\C/C=C/CCCC(=O)OCC

Cartesian coordinates (Å):
C -1.8788 -2.4278 -2.7426
C -2.8256 -1.2605 -2.9924
C -3.6739 -0.8713 -1.8190
C -3.5195 -1.2618 -0.5653
C -4.4010 -0.8269 0.5655
C -3.7903 0.2585 1.4147
C -2.9740 1.2006 0.9739
C -2.4179 2.3015 1.8260
C -0.9198 2.3199 1.7707
C -0.1321 2.2150 2.8268
C 1.3658 2.2247 2.7557
C 1.9233 0.8802 3.1297
C 2.9947 0.2956 2.6151
C 3.9075 0.8643 1.5701
C 3.8579 0.0848 0.2878
C 3.6943 0.6375 -0.9023
C 3.7626 -0.0829 -2.2122
C 2.6037 0.2719 -3.1479
C 1.3100 -0.4476 -2.7659
C 0.8025 -0.0143 -1.4084
O 0.5737 1.1217 -1.0825
O 0.6033 -1.0721 -0.6241
C 0.0940 -0.8242 0.6898
C 0.1086 -2.1266 1.4654
H -2.4363 -3.3018 -2.4128
H -1.3532 -2.6829 -3.6607
H -1.1401 -2.1784 -1.9864
H -2.2484 -0.3819 -3.3028
H -3.4910 -1.5092 -3.8254
H -4.4842 -0.1935 -2.0630
H -2.7135 -1.9250 -0.2877
H -4.6209 -1.6878 1.2026
H -5.3532 -0.4573 0.1697
H -4.1006 0.2608 2.4524
H -2.6658 1.2154 -0.0636
H -2.7906 3.2569 1.4379
H -2.7609 2.1925 2.8570
H -0.4928 2.4128 0.7811
H -0.5546 2.1030 3.8184
H 1.7532 2.9740 3.4566
H 1.6761 2.5028 1.7486
H 1.3635 0.3602 3.8977
H 3.2698 -0.6933 2.9616
H 3.6766 1.9102 1.3724
H 4.9330 0.8133 1.9565
H 3.9997 -0.9848 0.3816
H 3.5469 1.7075 -0.9795
H 4.6986 0.2074 -2.7023
H 3.7940 -1.1622 -2.0488
H 2.4321 1.3495 -3.1222
H 2.8643 -0.0082 -4.1710
H 1.4582 -1.5275 -2.7534
H 0.5349 -0.2057 -3.4966
H 0.7219 -0.0713 1.1736
H -0.9218 -0.4235 0.6067
H -0.4922 -2.8783 0.9596
H 1.1256 -2.4983 1.5558
H -0.2971 -1.9559 2.4579


A structure of composition C22H35AlBrF4NO at a distorted geometry, computed with ωB97M-V with the def2-TZVPD basis set.

Output
* HOMO energy: -0.37350 Eh

Cartesian coordinates (Å):
C 1.8781 6.7571 2.1679
C 1.5588 5.5641 1.4725
C 1.1554 4.2920 0.4658
C 2.5340 3.5906 -0.0778
C 2.2463 2.9278 -1.5755
C 1.9330 1.3176 -1.5380
C 2.9787 0.3867 -0.6460
C 2.7169 -1.2406 -0.5832
N 1.5907 -1.9486 -1.3079
C 1.3231 -3.4371 -1.3239
C 2.4368 -4.3588 -0.5543
C 2.2083 -4.4964 1.0632
O 2.5277 -5.7580 -1.0801
C 0.6165 -1.0896 -2.1416
Br -0.9276 -2.0100 -3.1044
C 0.7235 0.5360 -2.3209
C -0.2934 1.4248 -3.2499
C -1.8653 1.3986 -2.7861
C -2.1167 1.4883 -1.1686
C -2.3137 -0.0074 -0.4468
C -3.3370 0.0364 0.8444
C -2.5160 -0.2206 2.2735
C -2.0361 1.2598 2.8500
C -0.9174 0.9885 4.0387
C -0.1591 2.3680 4.5254
H 1.9926 7.8559 2.5679
H 0.6148 4.7567 -0.4684
H 0.4712 3.5135 1.0275
H 3.3364 4.4680 -0.1854
H 2.9878 2.8345 0.6914
H 1.4353 3.5805 -2.1100
H 3.2784 3.0483 -2.1631
H 3.8971 0.8443 -0.0647
H 3.4891 -1.8581 0.0791
H 0.2912 -3.5981 -0.7505
H 1.2723 -3.8449 -2.4447
H 3.5264 -3.9074 -0.7122
H 1.4575 -3.7225 1.5182
H 3.2908 -4.4544 1.5618
H 1.8164 -5.5969 1.2845
H 1.9570 -5.8626 -1.8992
H 0.0117 2.5450 -3.3955
H -0.2614 0.9363 -4.3387
H -2.4845 0.4880 -3.2266
H -2.3742 2.3703 -3.2570
H -3.1754 2.0214 -1.0274
H -1.3354 2.1622 -0.6152
H -1.2451 -0.3641 -0.1220
H -2.8300 -0.7352 -1.2401
H -3.9804 1.0154 0.9195
H -4.0919 -0.8807 0.7582
H -3.2915 -0.7003 3.0352
H -1.6105 -0.9570 2.1553
H -1.6236 1.9015 1.9511
H -3.0126 1.7677 3.2762
H -0.1647 0.1810 3.5882
H -1.5120 0.4952 4.9482
H -0.7195 3.2854 4.0137
H 0.9824 2.3005 4.2023
H -0.2450 2.4096 5.7020
F -3.4181 -4.6349 -0.8231
Al -2.8192 -5.6136 -2.2111
F -1.0193 -5.5662 -2.2469
F -3.4683 -4.9356 -3.7482
F -3.3712 -7.3180 -2.0265


A structure of composition C22H35BeCl2N5O3PS at a distorted geometry, computed with ωB97M-V with the def2-TZVPD basis set.

Output
* relative energy (zero: lowest compared OMol25 entry of this formula, charge and spin): 6.3 kcal per mole
* net charge: -1
* HOMO energy: -0.17080 Eh

Cartesian coordinates (Å):
Be -0.8039 2.2623 -0.2121
O 0.3430 3.0412 0.7302
N 1.4341 3.4298 0.1415
C 2.4791 3.7708 0.9066
C 3.6837 4.1451 0.3682
C 3.8096 4.1868 -1.0225
C 2.7217 3.8750 -1.7972
C 1.5047 3.4727 -1.2228
S 0.1531 3.0472 -2.1233
H 2.2927 3.7188 1.9665
H 4.5061 4.3935 1.0191
H 4.7490 4.4599 -1.4790
H 2.7600 3.9088 -2.8733
N -0.7159 0.6889 -0.1725
P -0.1726 -0.7077 0.0546
N -1.3817 -1.9004 0.1383
C -1.3908 -3.1831 0.7834
C -2.6393 -3.3323 1.6848
C -3.7146 -2.3303 1.2623
C -3.7885 -2.2659 -0.2573
C -2.4674 -1.6997 -0.7971
N 0.9289 -1.2737 -1.1110
C 1.2080 -0.5391 -2.3114
C 0.6883 -1.2770 -3.5463
C 1.2481 -2.6982 -3.5830
C 0.8984 -3.4204 -2.2854
C 1.4433 -2.6135 -1.1057
N 0.7033 -1.0954 1.4970
C 2.0546 -0.5562 1.5194
C 2.1327 0.7628 2.2773
C 1.7997 0.5490 3.7561
C 0.8115 -0.6145 3.8998
C -0.0787 -0.6965 2.6649
H -0.4808 -3.2841 1.3754
H -1.3985 -3.9890 0.0282
H -2.3802 -3.1646 2.7325
H -3.0258 -4.3516 1.6036
H -3.4530 -1.3369 1.6290
H -4.6775 -2.6166 1.6903
H -4.6163 -1.6285 -0.5700
H -3.9678 -3.2689 -0.6550
H -2.5321 -0.6184 -0.9428
H -2.2455 -2.1637 -1.7742
H 2.2967 -0.3894 -2.4163
H 0.7245 0.4349 -2.2199
H 0.9751 -0.7325 -4.4490
H -0.4018 -1.3123 -3.4979
H 2.3366 -2.6565 -3.6882
H 0.8532 -3.2444 -4.4447
H 1.3153 -4.4318 -2.2785
H -0.1862 -3.5021 -2.1954
H 2.5420 -2.5888 -1.1799
H 1.1798 -3.0789 -0.1580
H 2.3771 -0.3968 0.4871
H 2.7299 -1.2942 1.9824
H 1.3948 1.4283 1.8321
H 3.1251 1.2062 2.1608
H 1.3583 1.4610 4.1632
H 2.7109 0.3342 4.3230
H 0.1951 -0.4808 4.7911
H 1.3523 -1.5580 4.0074
H -0.5642 0.2751 2.4927
H -0.8676 -1.4384 2.8115
Cl -3.9571 2.6776 -2.2223
C -3.7456 4.2185 -1.4038
Cl -5.2907 4.8252 -0.8114
C -2.7284 4.1120 -0.1994
O -2.5987 5.1066 0.4774
O -2.1716 2.9953 -0.1175
H -3.3772 4.9437 -2.1334


The ion C22H35BrN3O4 with charge +1, computed with ωB97M-V with the def2-TZVPD basis set.

Output
* net charge: +1
* HOMO energy: -0.39486 Eh
* SMILES string: COc1cc(CNCCC[NH+]2CCOCC2)cc(Br)c1OCC(=O)N1CCCCC1

Cartesian coordinates (Å):
C -1.6371 -1.2983 -3.5924
O -1.4549 -1.9338 -2.3472
C -0.2072 -1.9763 -1.8062
C 0.9119 -1.3950 -2.3829
C 2.1648 -1.4767 -1.7820
C 3.3227 -0.6688 -2.2947
N 3.3370 0.6631 -1.6530
C 2.3198 1.5962 -2.1679
C 1.1031 1.6765 -1.2399
C 1.4928 2.2409 0.1193
N 2.4766 1.3419 0.7751
C 3.5249 2.0847 1.5047
C 4.5085 1.0975 2.1423
O 3.8439 0.2365 3.0227
C 2.8701 -0.5202 2.3446
C 1.8230 0.3871 1.6991
C 2.3203 -2.2405 -0.6398
C 1.2024 -2.7884 -0.0389
Br 1.3632 -3.7301 1.5986
C -0.0775 -2.6115 -0.5518
O -1.0917 -3.0998 0.1989
C -2.3268 -2.4266 0.2070
C -2.1497 -0.9122 0.3554
O -1.0305 -0.4110 0.4295
N -3.2654 -0.1747 0.3583
C -4.6298 -0.6602 0.3801
C -5.2691 -0.3531 1.7366
C -5.2141 1.1475 2.0104
C -3.7717 1.6376 1.9175
C -3.1809 1.2611 0.5597
H -2.6900 -1.4307 -3.8343
H -1.0286 -1.7639 -4.3721
H -1.4112 -0.2290 -3.5324
H 0.8150 -0.8624 -3.3149
H 3.2724 -0.5708 -3.3860
H 4.2599 -1.1646 -2.0357
H 4.2585 1.0603 -1.8126
H 2.7628 2.5929 -2.2471
H 1.9972 1.3042 -3.1724
H 0.6483 0.6948 -1.1077
H 0.3612 2.3340 -1.6927
H 0.6147 2.3441 0.7588
H 1.9476 3.2263 -0.0056
H 2.9382 0.8266 -0.0727
H 4.0507 2.7466 0.8154
H 3.0521 2.6794 2.2907
H 5.2517 1.6364 2.7314
H 5.0218 0.5245 1.3534
H 2.4011 -1.1640 3.0884
H 3.3477 -1.1489 1.5828
H 1.0732 -0.1928 1.1590
H 1.3248 0.9639 2.4829
H 3.2951 -2.4026 -0.2089
H -2.8503 -2.8334 1.0768
H -2.8945 -2.6440 -0.7048
H -4.6683 -1.7266 0.1724
H -5.1830 -0.1360 -0.4076
H -6.3013 -0.7023 1.7346
H -4.7290 -0.8898 2.5191
H -5.6189 1.3619 2.9995
H -5.8264 1.6745 1.2757
H -3.7277 2.7196 2.0442
H -3.1754 1.1753 2.7068
H -2.1298 1.5462 0.4944
H -3.7381 1.7571 -0.2416


A cluster of 8 separate species, C22H35Cl2F3O21 in total at a distorted geometry, computed with ωB97M-V with the def2-TZVPD basis set.

Output
* HOMO energy: -0.40264 Eh
* SMILES string: O=C1OC[C@@H](F)O1.O=C1OC[C@@H](F)O1.O=C1OC[C@@H](F)O1.COC(=O)OC.COC(=O)OC.COC(=O)OC.COC(=O)OC.ClCCl

Cartesian coordinates (Å):
O -3.8122 -1.7261 -6.6887
C -3.3588 -1.8094 -5.5974
O -2.7737 -2.9140 -5.0726
C -2.4153 -2.6352 -3.7267
C -2.2589 -1.1156 -3.7839
F -1.0742 -0.6764 -4.2798
O -3.2756 -0.8005 -4.7195
H -3.2316 -2.8766 -3.0452
H -1.5431 -3.1121 -3.2839
H -2.4805 -0.5797 -2.8650
O 0.2912 2.8796 -4.4038
C 1.2028 2.1214 -4.4719
O 2.3477 2.3304 -5.1284
C 3.1908 1.2006 -5.0286
C 2.4385 0.2455 -4.0485
F 3.1173 0.2500 -2.8688
O 1.2111 0.9037 -3.9032
H 3.2743 0.7387 -6.0142
H 4.1462 1.5095 -4.6104
H 2.3292 -0.7779 -4.3946
O 3.8035 -1.8114 -0.3733
C 3.0021 -1.7031 0.4988
O 1.6616 -1.8687 0.3900
C 1.0768 -1.6167 1.6512
C 2.2291 -1.6401 2.6012
F 2.4699 -2.9402 3.0253
O 3.3140 -1.3203 1.7455
H 0.5533 -0.6586 1.6503
H 0.2691 -2.2803 1.9570
H 2.1677 -1.0293 3.4983
C -1.5439 2.6358 5.2151
O -0.4191 1.8402 4.8229
C 0.4706 2.5169 4.0828
O 0.5056 3.6958 3.9118
O 1.3290 1.6304 3.5924
C 2.2776 2.0980 2.6381
H -2.1553 2.8663 4.3451
H -1.2805 3.5082 5.8045
H -2.1610 1.9744 5.8220
H 2.9496 1.2904 2.3354
H 2.9583 2.7685 3.1625
H 1.8661 2.4365 1.6921
C 6.1268 0.8773 -0.9465
O 5.4467 1.7235 -1.8506
C 4.4227 2.4507 -1.4404
O 3.9900 2.4229 -0.3235
O 4.0253 3.2636 -2.4057
C 2.7544 3.8659 -2.1449
H 5.4697 0.0428 -0.6936
H 6.3335 1.3525 0.0178
H 7.0822 0.5843 -1.3653
H 2.3868 4.3006 -3.0683
H 2.8559 4.6571 -1.4028
H 2.0472 3.1459 -1.7370
C -4.9621 -0.6481 0.0139
O -4.8937 -2.0550 0.2501
C -3.7207 -2.6203 0.0531
O -2.8371 -2.1634 -0.6298
O -3.6265 -3.7232 0.7836
C -2.3712 -4.3299 0.9036
H -4.5481 -0.4304 -0.9741
H -4.3783 -0.1200 0.7618
H -6.0046 -0.3726 -0.1049
H -1.5513 -3.6106 1.0053
H -2.0799 -5.0199 0.1114
H -2.3110 -4.8678 1.8506
C -1.9218 0.8713 2.2754
O -2.7380 0.2416 3.2554
C -2.3488 -0.8996 3.7812
O -1.2853 -1.4234 3.5912
O -3.3401 -1.3954 4.5149
C -3.1606 -2.7239 4.9740
H -2.1370 1.9242 2.1244
H -2.1049 0.3029 1.3661
H -0.8661 0.7704 2.5213
H -4.0196 -3.0680 5.5375
H -2.2324 -2.7435 5.5496
H -3.0045 -3.4435 4.1653
Cl 0.5218 1.3092 -0.0550
C -0.5932 1.4957 -1.4295
Cl -2.3092 1.2631 -1.0091
H -0.3981 2.5017 -1.7792
H -0.3876 0.7426 -2.1809


Number 1: Kohn-Sham gap 8.87 eV. Number 2: Kohn-Sham gap 9.41 eV. Number 3: Kohn-Sham gap 9.94 eV. Number 4: Kohn-Sham gap 7.52 eV. Number 5: Kohn-Sham gap 7.40 eV. Number 6: Kohn-Sham gap 8.69 eV. Number 7: Kohn-Sham gap 11.33 eV.